[1]
{"formula": "C19H18N6O3S", "method": "ωB97M-V with the def2-TZVPD basis set", "species": ["C", "C", "C", "N", "H", "C", "C", "H", "C", "O", "C", "O", "H", "H", "C", "C", "C", "C", "H", "H", "C", "C", "N", "C", "C", "H", "N", "H", "H", "C", "H", "H", "H", "H", "C", "H", "N", "H", "S", "H", "C", "O", "N", "H", "C", "H", "N"], "coordinates": [[-3.701, -1.002, -1.776], [3.466, 2.861, 1.001], [5.263, 2.200, -0.405], [4.937, 0.922, -0.319], [4.851, 4.245, 0.106], [1.636, -2.373, 0.790], [3.124, 1.525, 1.103], [4.070, -1.394, -0.345], [-1.234, -0.744, -1.422], [-0.463, -1.512, 1.713], [3.876, 0.590, 0.397], [2.269, 0.396, -1.723], [-4.287, -1.456, -0.979], [2.297, 1.194, 1.713], [-0.293, 1.067, -0.147], [0.154, -2.419, 0.924], [-0.145, -0.089, -0.888], [-2.527, -0.281, -1.202], [-2.425, -1.166, 2.268], [0.582, 1.571, 0.227], [-1.566, 1.548, 0.090], [3.529, -0.871, 0.453], [2.088, -1.063, 0.347], [-2.671, 0.876, -0.427], [-1.778, -1.795, 1.691], [1.943, -3.156, 0.085], [-5.610, 2.707, 0.262], [-3.717, 3.537, -0.210], [2.898, 3.617, 1.526], [-4.342, 2.688, -0.043], [2.096, -2.566, 1.765], [-0.563, -4.105, -0.252], [-1.710, 2.435, 0.689], [3.851, -1.277, 1.418], [4.556, 3.214, 0.219], [-4.358, -0.317, -2.309], [-5.034, 0.650, 0.108], [-1.059, -1.629, -2.013], [1.510, -0.700, -1.207], [-3.368, -1.777, -2.460], [-0.763, -3.285, 0.406], [1.415, -1.900, -1.989], [-3.946, 1.391, -0.151], [-2.973, -3.332, 0.714], [-2.024, -2.877, 0.908], [6.136, 2.414, -1.008], [-5.989, 1.437, 0.351]], "forces_ev_per_angstrom": [[-0.0492, -0.1693, -0.0195], [0.0386, -0.0810, -0.0011], [0.0957, 0.3454, 0.0190], [0.0760, -0.4897, -0.1042], [0.0492, 0.0688, -0.0283], [-0.3552, -0.2499, 0.2638], [0.1668, 0.0147, 0.0108], [0.0966, 0.0417, 0.1540], [0.0768, 0.0284, -0.0006], [0.3778, 0.1948, 0.2334], [0.1216, 0.2943, 0.3537], [0.1085, 0.0728, 0.1854], [-0.0474, -0.0578, -0.0852], [-0.0991, -0.0022, 0.0420], [-0.0372, 0.0890, -0.0543], [-0.1373, -0.9461, -0.3814], [0.3993, -0.1719, -0.0804], [0.0426, 0.3632, 0.0765], [-0.0190, 0.1715, 0.1059], [0.0646, 0.1452, 0.1213], [-0.0485, -0.0785, -0.0552], [0.3936, 0.1439, -0.2412], [-0.4237, 0.3324, -0.7101], [0.8058, -0.5463, -0.2127], [-0.5713, -0.4615, -0.2390], [-0.0580, -0.0010, 0.2061], [0.2884, 1.1181, -0.0229], [0.2047, 0.1840, -0.0595], [-0.0253, 0.0340, 0.0354], [0.0435, -0.6243, -0.0856], [0.0315, 0.0677, -0.1360], [0.1310, -0.1664, -0.1957], [-0.0030, 0.0557, 0.0764], [-0.1380, -0.0553, -0.1134], [-0.0529, -0.0258, 0.0024], [-0.0770, -0.0133, -0.0338], [0.6792, -1.2078, 0.0168], [-0.0847, -0.1242, -0.0592], [-0.4708, 0.1162, -0.0535], [0.0348, -0.0514, -0.0853], [0.5355, 0.3067, 0.2865], [-0.1368, -0.1160, 0.1601], [-0.8336, 1.3693, 0.1555], [-0.2658, -0.0358, -0.0033], [-0.0054, 0.3132, 0.3846], [0.0550, 0.1220, -0.0341], [-0.9778, -0.3175, 0.2056]], "mulliken_charge": [-1.827, -0.483, -0.297, -0.571, 0.386, -0.916, -0.285, 0.230, -0.636, -0.333, 0.585, -0.705, 0.319, 0.575, -0.237, 0.803, -0.840, 1.268, 0.536, 0.512, -0.988, -0.963, 0.269, 0.622, -0.629, 0.267, -0.368, 0.445, 0.418, -0.148, 0.502, 0.502, 0.428, 0.470, -0.466, 0.474, -0.053, 0.449, 1.533, 0.421, -0.873, -0.740, 0.370, 0.533, -0.361, 0.398, -0.596], "molar_mass_g_mol": 410.46, "total_energy_ha": -1687.1993, "smiles": "Cc1cc(S(=O)(=O)N(Cc2ccccn2)Cc2ccco2)ccc1-n1cnnn1", "fmax_ev_per_a": 1.61, "spin_multiplicity": 1}

=====

[2]
{"formula": "C3H11NO3", "method": "ωB97M-V with the def2-TZVPD basis set", "species": ["H", "O", "O", "H", "H", "C", "H", "H", "H", "O", "N", "C", "H", "H", "H", "C", "H", "H"], "coordinates": [[1.928, -0.386, -1.636], [-0.884, -0.346, 3.393], [0.887, 1.623, 1.927], [-1.584, 1.192, -1.293], [0.994, -0.230, -3.076], [-0.496, 1.005, -1.238], [1.829, 1.473, 1.814], [-0.321, 0.250, 2.875], [0.922, -1.791, -2.338], [0.269, 1.896, -0.939], [-0.181, -0.326, -1.362], [-0.729, -1.234, -0.355], [0.580, 1.798, 1.025], [-0.749, -0.759, 0.627], [-0.044, -2.071, -0.298], [1.005, -0.736, -2.104], [-1.748, -1.544, -0.536], [-1.677, 0.186, 3.514]], "forces_ev_per_angstrom": [[0.1667, -0.6863, 0.1892], [-0.0940, 0.2639, -0.2948], [-0.1611, -0.1170, -0.1307], [0.0172, 0.0805, 0.1294], [-0.1041, -0.0085, 0.0529], [-0.5142, -0.4254, 1.2260], [0.0620, -0.0308, 0.1172], [0.2855, -0.0303, 0.1020], [0.3646, -0.1687, 0.3782], [0.3077, 0.2084, -0.8946], [-0.0302, -0.2589, -0.7802], [0.1183, 0.6075, 0.2602], [0.0576, 0.1092, 0.0049], [0.2004, -0.0492, 0.1041], [-0.2059, -0.2798, 0.0485], [-0.1032, 1.2606, -0.2415], [-0.2863, -0.3384, -0.4284], [-0.0810, -0.1368, 0.1577]], "mulliken_charge": [0.304, -0.652, -0.670, 0.415, 0.323, -0.101, 0.319, 0.324, 0.433, -0.593, 0.159, -0.737, 0.340, 0.187, 0.385, -1.004, 0.247, 0.321], "molar_mass_g_mol": 109.12, "total_energy_ha": -401.3534, "smiles": "CN(C)C=O.O.O", "fmax_ev_per_a": 1.40, "spin_multiplicity": 1}

=====

[3]
{"formula": "C21H24O7", "method": "ωB97M-V with the def2-TZVPD basis set", "species": ["H", "H", "O", "H", "H", "H", "C", "H", "C", "C", "H", "H", "C", "O", "C", "H", "C", "C", "H", "H", "H", "C", "H", "C", "H", "C", "H", "O", "C", "C", "O", "H", "H", "H", "C", "C", "H", "C", "O", "H", "C", "O", "H", "C", "C", "C", "C", "H", "H", "C", "O", "H"], "coordinates": [[0.703, 2.840, -3.368], [-3.930, -1.524, 0.411], [-0.691, -1.193, 0.419], [1.262, -1.022, 0.100], [3.190, 1.701, 5.275], [-1.141, -0.933, -5.715], [-0.017, 0.168, 3.100], [-2.656, -2.778, 0.416], [-0.994, -1.258, -4.695], [-0.435, -0.331, -3.762], [2.625, 1.316, 3.647], [0.391, 2.426, 4.398], [1.308, 0.647, 5.226], [-1.433, -4.019, -2.488], [0.257, 0.083, -1.459], [0.948, 2.607, 6.062], [2.695, 0.948, 4.667], [-0.087, 0.986, -4.088], [-0.266, -0.810, 4.943], [-0.521, 1.694, 5.714], [2.972, 0.505, -0.532], [0.384, -0.374, -0.028], [2.174, 3.873, 0.740], [1.526, 1.864, 0.339], [-2.871, -1.730, 1.824], [0.480, 1.923, 5.359], [3.311, 0.051, 4.665], [-2.224, 0.220, -0.418], [0.568, -0.401, 4.370], [0.431, 1.823, -3.138], [0.935, 0.409, 2.181], [0.525, 3.533, 1.270], [-1.774, -3.225, -4.968], [1.255, -1.205, 4.108], [-1.949, -0.789, 0.175], [0.514, 0.848, 0.894], [-0.235, 1.330, -5.100], [-1.338, -2.499, -4.300], [-0.569, -2.031, -2.073], [-0.473, 1.322, 0.977], [-0.251, -0.773, -2.443], [1.110, 2.289, -0.958], [1.432, 0.211, 6.224], [-1.142, -2.936, -2.931], [-2.927, -1.775, 0.739], [2.931, 1.259, 0.251], [1.531, 3.127, 1.199], [3.196, 0.802, 1.200], [3.650, 2.039, 0.014], [0.605, 1.382, -1.816], [-1.186, 0.377, 2.921], [1.898, 2.902, 2.196]], "forces_ev_per_angstrom": [[0.0430, 0.1239, -0.0502], [0.0032, 0.0216, -0.0104], [0.1832, -0.1550, 0.3071], [-0.1428, 0.1542, -0.0232], [0.0952, 0.0761, 0.0428], [-0.0433, -0.0327, -0.1151], [-0.2764, -0.2652, 0.4200], [0.0009, -0.0930, -0.0006], [-0.1336, -0.4683, 0.1539], [0.1032, -0.0747, 0.5381], [0.0611, 0.0593, -0.0835], [-0.0323, 0.1146, -0.1282], [0.0350, 0.0978, -0.1481], [0.1003, 0.3626, -0.0925], [0.1459, -0.1721, 0.1242], [0.0260, 0.0973, 0.0326], [-0.1242, -0.0264, 0.1833], [-0.0126, -0.1733, 0.2487], [0.0196, -0.0011, -0.1164], [-0.1453, 0.0559, 0.0230], [0.0477, -0.1174, -0.0636], [0.1969, 0.4271, 0.1350], [0.0952, 0.0656, -0.0268], [0.3543, -0.1439, 0.7622], [0.0114, -0.0165, 0.0840], [0.1053, -0.2429, 0.1611], [0.1123, -0.0790, -0.0441], [-0.0420, 0.0810, 0.0747], [-0.0077, 0.0570, 0.1296], [0.0662, 0.1122, 0.1736], [0.4436, 0.0367, -0.2089], [-0.1062, 0.0394, 0.0324], [-0.0203, -0.0510, -0.0242], [-0.0228, -0.0716, 0.0013], [-0.4242, -0.0520, 0.0889], [-0.5230, 0.0109, -0.6273], [-0.0028, 0.0535, -0.1169], [0.0509, 0.3401, -0.2989], [0.0608, -0.0749, 0.1941], [0.2665, -0.0658, -0.0645], [0.3058, 0.9796, -0.6633], [-0.1839, 0.2052, 0.0614], [-0.0415, -0.0108, -0.0988], [-0.2265, -0.6379, -0.0260], [0.0249, 0.0885, -0.1022], [-0.3147, 0.1663, -0.1076], [-0.0941, -0.3246, -0.2871], [0.0807, -0.0529, 0.0946], [0.0714, 0.0449, -0.0284], [-0.1649, -0.5448, -0.5829], [-0.0761, 0.0800, -0.0305], [0.0506, -0.0034, 0.1035]], "mulliken_charge": [0.512, 0.368, -0.397, 0.675, 0.421, 0.415, 0.654, 0.324, -0.688, 0.779, 0.096, 0.212, 0.654, -0.632, 0.556, 0.479, -1.266, -0.920, 0.446, 0.360, 0.348, -0.218, 0.495, 1.339, 0.314, -1.411, 0.366, -0.569, -1.106, -0.942, -0.209, 0.401, 0.434, 0.280, 1.052, -0.420, 0.400, -0.495, -0.368, 0.936, -0.095, -0.435, 0.323, 0.154, -1.410, -1.539, -1.726, 0.259, 0.459, 0.702, -0.576, 0.209], "molar_mass_g_mol": 388.42, "total_energy_ha": -1341.3692, "smiles": "CC(=O)O[C@H]1c2c(ccc3ccc(=O)oc23)OC(C)(C)[C@@H]1OC(=O)CC(C)C", "fmax_ev_per_a": 1.22, "spin_multiplicity": 1}